Molecular formula: C5H7NS
Method: DFT, the ωB97M-V functional and the def2-TZVPD basis

Element x y z (Å)
C -1.65006 0.11340 -0.75561
N -0.54058 -0.70577 -0.82171
C -0.01085 -1.63955 0.13896
C 0.72191 -0.76826 -1.00228
S 1.93309 -0.40026 -2.14419
H -2.06539 0.30228 -1.76973
H -2.46158 -0.36880 -0.15636
H -1.39913 1.04600 -0.12902
H 0.15044 -1.12311 1.16085
H -0.46537 -2.56349 0.19830
C 1.13983 1.95455 1.62687
C 1.49379 0.96247 1.07963
H 1.36688 2.84856 2.30235
H 1.78703 0.34200 0.27194

Its strongest force on any atom is 0.09827 hartree/bohr. As for the energy above the lowest of the compared OMol25 structures with the same formula, charge and spin: 5.656 eV. As for the orbital gap: 8.928 eV. The LUMO energy is 0.01437 hartree.